1.
A structure of composition C25H30As2CuN2O3. Source: OMol25; level of theory: the ωB97M-V functional and the def2-TZVPD basis.

Each line ends with the Löwdin charge.
Cartesian coordinates (Å):
Cu 0.531 1.692 0.261  0.36
N 0.419 3.884 -0.315  0.00
C 0.087 4.545 0.959  -0.16
C 0.891 3.879 2.076  -0.53
O 1.458 4.549 2.929  0.05
N 0.913 2.530 1.968  -0.02
C 2.094 1.826 2.483  -0.11
C 2.870 1.248 1.289  -0.61
O 3.782 0.466 1.449  0.07
O 2.418 1.643 0.100  -0.18
H 1.393 4.041 -0.545  0.09
H -0.146 4.243 -1.072  0.07
H -0.978 4.411 1.147  0.09
H 0.311 5.609 0.966  0.12
H 1.821 0.991 3.126  0.11
H 2.754 2.487 3.044  0.12
C -4.938 2.500 -0.504  -0.36
As -3.009 2.771 -0.660  1.05
C -2.713 1.500 -2.118  -0.34
C -2.504 1.597 0.846  -0.34
H -5.187 1.437 -0.505  0.02
H -5.440 2.989 -1.336  0.02
H -5.291 2.952 0.422  0.02
H -3.100 0.513 -1.867  0.02
H -1.648 1.420 -2.324  0.00
H -3.207 1.861 -3.020  0.02
H -3.116 0.693 0.844  0.02
H -2.634 2.123 1.792  0.03
H -1.445 1.278 0.822  -0.06
C 1.374 -2.595 3.945  -0.08
C 0.270 -1.787 3.716  -0.08
C 0.072 -1.233 2.460  -0.14
C 0.958 -1.505 1.419  -0.35
C 2.084 -2.280 1.665  -0.09
C 2.286 -2.826 2.924  -0.06
As 0.610 -0.672 -0.301  1.38
C -0.925 -1.690 -0.959  -0.36
C -1.015 -1.992 -2.315  -0.12
C -2.159 -2.591 -2.829  -0.08
C -3.226 -2.891 -1.992  -0.09
C -3.144 -2.590 -0.639  -0.08
C -2.002 -1.986 -0.127  -0.11
C 1.993 -1.355 -1.461  -0.37
C 2.867 -0.495 -2.114  -0.09
C 3.850 -1.014 -2.948  -0.07
C 3.965 -2.384 -3.123  -0.08
C 3.089 -3.247 -2.472  -0.08
C 2.103 -2.734 -1.644  -0.13
H 1.537 -3.025 4.926  0.10
H -0.426 -1.570 4.517  0.11
H -0.758 -0.554 2.310  0.09
H 2.826 -2.429 0.893  0.10
H 3.174 -3.417 3.112  0.11
H -0.192 -1.762 -2.977  0.10
H -2.218 -2.821 -3.886  0.11
H -4.118 -3.360 -2.393  0.10
H -3.971 -2.825 0.021  0.10
H -1.954 -1.764 0.929  0.08
H 2.798 0.568 -1.944  0.09
H 4.537 -0.342 -3.450  0.11
H 4.741 -2.785 -3.764  0.10
H 3.176 -4.319 -2.608  0.11
H 1.415 -3.404 -1.147  0.11

Net charge = 0
Largest force on an atom = 1.2 eV Å⁻¹
M = 619.92 g mol⁻¹
Lowest unoccupied orbital energy (spin up / spin down) = 0.406 / -1.311 eV
2S+1 = 2
Energy relative to the best compared isomer or geometry (same formula, charge and spin) = 36.5 kcal/mol

---

2.
A structure of composition C25H30As2FeN4O3. Source: OMol25; level of theory: the ωB97M-V functional and the def2-TZVPD basis.

Each line ends with the Löwdin charge.
Cartesian coordinates (Å):
Fe -0.896 0.007 -0.343  -0.03
O -0.561 -0.215 -4.217  0.10
C 0.110 0.020 -3.234  -0.41
N -0.296 0.770 -2.144  0.06
C -0.716 2.026 -2.372  -0.46
O -0.683 2.683 -3.407  0.05
C -1.125 2.698 -1.083  -0.17
C -1.433 4.048 -1.070  0.01
C -1.753 4.653 0.131  -0.05
C -1.742 3.885 1.284  -0.05
C -1.430 2.540 1.186  -0.11
N -1.136 1.944 0.027  0.01
C 1.511 -0.558 -3.202  -0.18
C 1.822 -1.593 -4.079  0.00
C 3.128 -2.042 -4.143  -0.06
C 4.084 -1.425 -3.348  -0.06
C 3.676 -0.403 -2.509  -0.16
N 2.416 0.018 -2.418  0.10
H -1.404 4.577 -2.012  0.12
H -2.001 5.706 0.172  0.11
H -1.972 4.311 2.250  0.11
H -1.404 1.914 2.068  0.08
H 1.039 -2.000 -4.703  0.12
H 3.403 -2.847 -4.812  0.11
H 5.123 -1.726 -3.377  0.10
H 4.393 0.099 -1.865  0.11
C -3.079 -0.657 2.788  -0.27
As -1.417 -0.865 1.790  1.16
C -1.166 -2.791 1.934  -0.25
C -0.084 -0.227 3.063  -0.40
C -0.292 -0.169 4.437  -0.10
C 0.708 0.291 5.281  -0.09
C 1.927 0.687 4.751  -0.08
C 2.137 0.634 3.381  -0.10
C 1.134 0.191 2.523  -0.39
As 1.365 0.086 0.568  1.20
C 2.691 -1.357 0.576  -0.26
C 2.430 1.684 0.268  -0.26
H -3.090 -1.285 3.677  0.02
H -3.901 -0.947 2.135  0.02
H -3.217 0.385 3.074  0.03
H -1.166 -3.111 2.976  0.03
H -0.221 -3.049 1.459  0.02
H -1.969 -3.290 1.391  0.03
H -1.240 -0.483 4.859  0.09
H 0.539 0.338 6.349  0.10
H 2.713 1.043 5.405  0.10
H 3.094 0.949 2.981  0.09
H 3.685 -0.970 0.801  0.03
H 2.700 -1.858 -0.387  0.01
H 2.409 -2.070 1.350  0.02
H 3.306 1.725 0.914  0.02
H 1.798 2.552 0.456  0.03
H 2.721 1.681 -0.778  0.00
N -1.833 -3.379 -2.422  0.19
C -1.763 -2.172 -1.829  -0.49
O -0.804 -1.911 -1.081  -0.08
C -2.832 -1.158 -2.095  -0.18
C -2.814 -0.103 -0.991  -0.22
H -1.038 -3.992 -2.361  0.11
H -2.526 -3.548 -3.128  0.11
H -3.791 -1.661 -2.268  0.11
H -2.542 -0.703 -3.049  0.11
H -3.506 -0.418 -0.197  0.02
H -3.220 0.837 -1.380  0.06

Net charge = 0
Largest force on an atom = 0.3 eV Å⁻¹
M = 640.23 g mol⁻¹
Lowest unoccupied orbital energy = 0.580 eV
Energy relative to the best compared isomer or geometry (same formula, charge and spin) = 0.0 kcal/mol

---

3.
A structure of composition C25H30BN6S2Ti. Source: OMol25; level of theory: the ωB97M-V functional and the def2-TZVPD basis.

Each line ends with the Löwdin charge.
Cartesian coordinates (Å):
Ti -0.196 0.347 -0.251  0.32
C -0.260 -4.040 0.146  -0.08
C 0.311 -3.034 1.101  -0.28
C 1.619 -3.127 1.557  -0.06
C 2.144 -2.201 2.452  -0.10
C 1.373 -1.144 2.906  -0.11
C 0.059 -1.029 2.453  -0.11
C -0.461 -1.969 1.575  -0.09
H 0.269 -4.005 -0.807  0.06
H -1.301 -3.820 -0.084  0.06
H -0.192 -5.051 0.556  0.08
H 2.244 -3.941 1.202  0.11
H 3.169 -2.302 2.791  0.09
H 1.774 -0.414 3.596  0.10
H -0.568 -0.216 2.801  0.11
H -1.499 -1.880 1.274  0.09
B -2.049 3.209 0.650  -0.43
N -0.781 2.899 1.516  -0.07
C -0.392 3.605 2.582  -0.11
C 0.875 3.194 2.962  -0.07
C 1.180 2.191 2.040  -0.18
N 0.188 2.025 1.170  -0.04
N -2.745 1.888 0.125  -0.08
C -3.946 1.875 -0.439  -0.10
C -4.387 0.564 -0.553  -0.06
C -3.339 -0.176 -0.032  -0.20
N -2.341 0.609 0.387  -0.05
H -1.755 3.890 -0.300  0.06
H -2.817 3.775 1.406  0.06
H -1.047 4.358 2.988  0.11
H 1.472 3.555 3.782  0.08
H 2.050 1.558 1.962  0.08
H -4.409 2.811 -0.707  0.12
H -5.300 0.206 -0.993  0.08
H -3.221 -1.247 -0.001  0.08
S -0.834 -1.407 -1.991  0.54
C -0.892 -0.510 -3.514  -0.70
C -1.284 -1.171 -4.682  -0.17
C -1.346 -0.528 -5.908  -0.14
C -1.011 0.819 -5.991  -0.14
C -0.620 1.489 -4.843  -0.17
C -0.550 0.855 -3.599  -0.69
S -0.026 1.812 -2.200  0.54
H -1.546 -2.220 -4.609  0.08
H -1.656 -1.077 -6.790  0.08
H -1.057 1.341 -6.941  0.08
H -0.361 2.541 -4.891  0.08
N 1.783 -0.131 -0.317  0.10
C 2.922 0.094 -0.360  -0.20
N 4.221 0.120 -0.536  -0.09
C 4.828 -0.770 -1.541  -0.13
C 6.337 -0.809 -1.312  -0.19
C 6.632 -0.773 0.184  -0.20
C 6.231 0.590 0.773  -0.17
C 5.060 1.194 -0.008  -0.14
H 4.575 -0.432 -2.548  0.13
H 4.392 -1.760 -1.395  0.13
H 6.816 0.045 -1.799  0.11
H 6.742 -1.704 -1.785  0.11
H 7.682 -0.984 0.388  0.10
H 6.051 -1.561 0.671  0.11
H 7.073 1.286 0.733  0.11
H 5.960 0.478 1.824  0.11
H 5.420 1.801 -0.845  0.12
H 4.433 1.838 0.605  0.12

Net charge = -1
Largest force on an atom = 1.3 eV Å⁻¹
M = 537.37 g mol⁻¹
Lowest unoccupied orbital energy (spin up / spin down) = 2.269 / 2.263 eV
2S+1 = 3
Energy relative to the best compared isomer or geometry (same formula, charge and spin) = 17.0 kcal/mol